Entry 1:
120
Properties=species:S:1:pos:R:3:forces:R:3 method="wB97M-V/def2-TZVPD" homo_lumo_gap_ha=0.3740 de_lowest_kcal_mol=215.24 lumo_ev=-0.747 charge=0
O -5.26050 -4.17761 0.98412 0.1 -2.2 1.8
O 3.25073 -3.73635 -1.06749 0.5 -0.3 -0.5
O 2.53654 -1.84200 0.79812 -0.4 1.6 -1.0
O -0.49365 2.25893 -0.60601 -2.0 0.6 -0.9
O -0.16594 0.89360 1.39129 -1.8 0.6 0.0
O 1.11926 -2.69796 -2.05133 -0.5 -0.4 -2.4
O -4.19107 1.90365 0.25159 0.1 -1.2 1.3
O 1.02697 -5.67620 -3.18998 0.3 1.0 0.5
O 2.17974 -3.45798 -4.62355 -1.6 2.7 -2.7
O 1.11589 0.73988 -6.51547 0.6 1.2 1.2
O 4.30987 1.89909 3.96863 0.3 0.1 2.4
O -1.38880 0.66032 4.39845 2.4 0.2 -0.2
O -1.22415 -3.63606 1.01802 -1.1 -0.6 0.2
O 5.62573 -1.90950 0.29610 0.3 0.2 0.3
O -2.38154 0.20004 -1.87809 -0.4 0.8 2.4
O 2.31934 4.01897 -0.73694 -1.0 0.3 1.2
O -1.90458 -1.65538 2.38225 -1.1 -0.6 -0.3
O -3.36659 3.11227 -2.68336 -2.5 -1.5 0.3
O 0.43522 4.01964 1.29682 0.7 0.0 -0.1
O -5.17678 1.65290 2.66514 0.6 0.3 -1.2
O 4.16972 1.71253 -3.29171 0.0 0.4 -1.0
O -2.46922 3.64426 5.24468 -0.4 -0.5 -0.8
O -1.93926 -2.09095 -2.43320 0.3 0.5 0.4
O 0.72494 0.07978 -1.40121 -0.1 -0.2 -2.4
O 1.86971 3.05470 -3.10380 0.8 -0.8 2.1
O -2.74237 3.49651 1.92962 -0.1 -1.0 -0.2
O 3.20393 -1.35549 -3.34453 -1.2 1.4 1.7
O -3.80181 -0.78568 3.97365 -2.6 -1.2 0.9
O -2.99028 -4.77874 -1.25876 -1.9 1.1 0.0
O 2.45439 4.38895 3.01338 3.4 2.4 -0.3
O 1.21940 -4.26197 2.02371 -0.9 0.7 0.2
O 0.69997 3.76816 5.09910 -1.0 -0.1 1.0
O 1.39456 0.54802 5.36703 -1.1 -1.5 -1.2
O 5.33570 2.08503 0.27670 1.0 -0.6 -0.3
O -5.59786 -1.73757 2.31366 -0.1 2.0 0.5
O 5.65177 -2.17923 -2.55594 -0.2 0.6 -0.5
O -3.82100 -0.77349 -5.61668 -1.1 0.5 0.3
O -4.87696 -2.33351 -1.85276 0.3 0.0 -0.1
O -0.33163 1.96019 -3.59505 3.5 0.1 -0.4
O 2.19624 1.73682 2.34925 2.1 -0.3 -0.2
H -2.41337 -1.32146 1.63825 -0.2 0.2 -0.1
H -3.06419 -0.26829 3.80043 2.2 1.5 -0.6
H -2.66045 -0.37212 -2.57322 -0.3 -0.7 -0.9
H -1.84766 -3.69371 1.78443 0.8 0.0 -0.9
H 5.82772 -3.07266 -2.22298 -0.5 0.1 -1.1
H -2.77983 -0.27878 -1.09630 0.4 1.0 -1.1
H 4.67531 2.71220 0.53831 -0.2 0.5 0.6
H -4.40699 1.02859 2.71764 -2.0 0.5 1.0
H 0.09266 4.08104 4.42255 0.0 0.0 0.0
H -4.21837 -3.05743 -1.68442 -0.9 1.0 -1.3
H -0.03284 2.62355 -4.25707 -1.4 -0.2 0.1
H 2.76743 -2.57553 1.36228 0.6 0.0 0.4
H -0.80012 1.78125 -1.40155 -0.4 0.3 0.0
H -4.92855 -2.03987 -2.79675 0.5 -1.0 1.2
H 5.08254 -2.07983 -3.37612 1.0 -0.9 1.5
H -2.83816 -4.04886 -0.64023 0.8 -0.7 0.0
H -0.78122 1.18238 2.11336 0.8 -0.3 -0.8
H 2.07578 0.79421 4.73638 0.4 0.6 0.5
H 0.51270 -2.36969 -1.41875 -0.1 0.1 1.5
H 2.25892 -2.74807 -3.97377 0.5 -0.2 0.9
H 1.64293 2.40171 2.71438 -1.4 0.7 -0.1
H 6.20318 2.39071 0.60269 -0.8 0.0 -0.2
H -5.19679 -1.10258 2.97336 -0.6 -1.1 -0.4
H -2.09450 2.75721 5.29813 0.4 0.0 0.4
H -3.25719 2.71945 1.57407 0.5 0.9 0.3
H -3.27362 2.14303 -2.81633 0.7 1.2 0.1
H 5.39457 -2.07050 -0.61756 -0.5 -0.1 -0.6
H 2.82166 -4.06483 -0.26514 0.0 -0.2 -0.1
H -1.46506 -2.77893 0.64812 0.4 -0.1 0.1
H 6.48306 -1.49143 0.16850 0.1 0.1 0.4
H -1.30377 -0.95579 2.55510 1.3 1.2 0.4
H 1.00840 -4.68129 2.85744 0.5 -0.5 0.4
H 0.42743 2.20796 -0.73945 2.0 0.4 -0.3
H -3.00560 3.51121 4.44081 0.1 0.5 0.2
H 1.81451 -5.21186 -3.53415 -0.5 -0.4 -0.4
H 1.23176 0.24281 -0.63918 0.6 -0.2 2.0
H 3.30317 -1.73235 -2.45473 0.7 -0.7 -0.1
H -5.13694 1.81285 0.30803 -0.6 -0.1 0.5
H -5.69385 -3.43027 1.35447 -0.2 1.3 -0.1
H 3.81015 1.37654 -2.48438 0.5 -0.7 0.9
H -1.91970 -2.94469 -2.85734 0.7 -0.3 -0.4
H 1.62704 3.54587 -2.27495 -0.1 0.4 -1.0
H 0.35416 -3.79590 1.89226 0.9 -0.2 -0.7
H 1.77067 -2.76212 -5.30738 1.2 -2.9 1.4
H 3.12427 -4.39160 -1.76791 0.2 -0.5 0.4
H 3.29472 -1.28479 0.50126 -0.3 -1.4 0.9
H -3.62813 -0.34504 -4.78290 0.0 0.3 0.1
H 3.11233 3.57586 -0.45943 0.6 -0.2 0.0
H 1.46741 1.62396 -6.17566 -0.7 -1.9 -0.6
H -1.76941 -0.03973 4.93050 0.3 -0.2 0.5
H 1.34536 1.03851 6.17126 0.6 1.0 0.4
H 2.86117 5.29390 2.81292 -2.1 -0.8 0.0
H 1.75644 4.05529 0.08597 0.2 0.0 -0.6
H 3.70543 2.30712 3.36884 -0.1 -0.6 -1.4
H 1.70352 0.95223 2.12852 -0.9 -0.2 -0.1
H -4.05672 2.34471 -0.55135 0.7 1.1 -2.3
H 5.12381 1.70380 -3.21939 0.2 -0.2 0.3
H -0.46180 1.47735 0.53956 0.4 -1.2 1.8
H -2.55532 3.56724 -2.67714 1.8 0.2 -0.1
H -4.91182 -4.07505 0.13265 0.2 0.7 -1.7
H 0.53372 -4.88615 -2.88749 0.2 -0.6 -0.1
H -0.15718 -0.21456 -1.16829 -0.1 0.2 0.5
H 2.39989 2.39187 -2.58949 -0.1 0.9 -1.5
H 1.90840 -3.14577 -1.70892 -0.4 0.5 1.1
H 0.72369 1.91639 -3.34761 -3.4 -0.1 0.1
H -6.14044 -1.07242 1.85341 0.0 -0.7 -0.3
H 1.49900 3.52248 4.66583 0.8 0.1 -0.6
H 2.51939 -0.72085 -3.00620 0.3 -0.3 -1.2
H -0.36084 0.60891 4.55457 -2.2 0.1 0.0
H -1.15031 -1.52423 -2.58316 -0.5 -1.3 -0.4
H -0.40101 3.58113 1.22151 -1.1 -0.6 -0.3
H 3.37288 4.14248 3.26475 -0.7 -1.2 0.4
H -3.05350 -1.28666 -5.78626 1.1 -0.8 -0.4
H -5.94018 1.63196 3.25445 1.0 -0.9 0.4
H 0.20821 4.85637 1.67963 0.0 0.8 0.4
H -3.15097 4.20835 1.43602 -0.1 0.4 0.0
H -3.70897 -1.53733 3.37894 0.6 -0.2 0.3
H -2.17789 -5.19262 -1.48107 1.3 -0.4 0.1
H 1.02877 0.17452 -5.71875 0.1 0.8 -0.6
H 5.15348 1.63014 3.62566 0.1 0.1 -0.8

=====

Entry 2:
13
Properties=species:S:1:pos:R:3:forces:R:3 method="wB97M-V/def2-TZVPD" homo_lumo_gap_ha=0.2959 de_lowest_kcal_mol=44.46 lumo_ev=3.369 charge=-1
I -0.34885 1.20273 -0.25222 -0.2 0.0 0.0
O 1.75514 0.99683 -3.35164 -11.0 9.0 -3.6
O 2.16594 -1.18422 0.68229 -1.1 -0.4 -0.6
O -0.37068 1.25158 3.35131 -3.3 3.2 3.6
O -2.76584 -1.46812 -0.74634 -0.8 -1.8 0.4
H 2.33983 0.46815 -3.14793 8.5 -8.7 3.9
H 1.46749 -0.45926 0.62996 0.8 -1.2 -0.2
H -0.63241 1.16468 2.46269 -0.2 -0.4 -2.5
H 1.79661 -1.98498 0.21789 0.3 1.6 0.7
H -1.18957 1.92023 3.67163 3.5 -2.7 -1.1
H -2.29313 -0.64792 -0.55800 0.5 -0.1 0.7
H 0.82889 0.87578 -2.95702 2.6 -0.2 -0.2
H -2.75343 -2.13547 -0.00263 0.4 1.9 -1.1

=====

Entry 3:
14
Properties=species:S:1:pos:R:3:forces:R:3 method="wB97M-V/def2-TZVPD" homo_lumo_gap_ha="0.3763 / 0.2501" de_lowest_kcal_mol=9.51 lumo_ev="-8.332 / -11.409" charge=+2 spin_multiplicity=2
I 3.13186 -0.09448 0.89034 0.0 -0.2 -0.3
Zn 0.60843 -0.10676 -0.46837 0.0 -1.4 1.5
O -0.20870 0.39662 1.39020 -0.2 0.0 0.0
O 0.72798 1.77980 -0.83156 0.1 0.9 -0.5
O 0.16857 -2.22054 0.02597 0.7 0.7 -0.5
O -1.33727 -0.12708 -1.02312 -0.1 0.0 -0.4
H 0.79900 -2.92437 -0.12704 0.4 -0.4 -0.2
H -0.47204 -2.59890 0.62821 -0.6 0.1 0.3
H -1.68774 -0.43170 -1.86014 -0.1 -0.4 -0.6
H 0.31001 2.25406 -1.55032 -0.2 0.1 -0.7
H -1.03765 0.87312 1.43507 -0.4 0.2 0.1
H 0.93889 2.45641 -0.18817 0.4 0.2 0.6
H -2.07034 0.32612 -0.60666 -0.3 0.3 0.3
H 0.12900 0.41771 2.28560 0.4 -0.1 0.5

=====

Entry 4:
13
Properties=species:S:1:pos:R:3:forces:R:3 method="wB97M-V/def2-TZVPD" homo_lumo_gap_ha=0.4538 de_lowest_kcal_mol=0.00 lumo_ev=-3.185 charge=+1
K -0.15860 -0.21744 0.31086 0.0 0.0 -0.2
O 2.21761 -0.86750 1.32679 0.1 0.1 0.0
O -0.89032 -1.08810 -2.20726 0.2 -0.1 0.0
O 0.94719 2.23359 -0.71648 0.1 0.0 0.1
O -2.50192 -0.51602 1.57255 0.0 0.3 0.0
H 2.56110 -1.43719 2.02753 0.0 0.1 -0.1
H -2.95066 -0.95239 2.30787 0.0 0.1 -0.1
H -1.30270 -0.69669 -2.98723 0.0 -0.1 0.1
H -0.46665 -1.89783 -2.52119 -0.1 0.1 0.0
H 0.81175 2.92293 -1.37922 0.0 -0.1 0.1
H -2.97043 0.32042 1.44513 -0.1 -0.2 0.1
H 2.96252 -0.31283 1.06116 0.0 -0.2 0.1
H 1.74112 2.50907 -0.24050 -0.1 0.1 -0.1

=====

Entry 5:
23
Properties=species:S:1:pos:R:3:forces:R:3 method="wB97M-V/def2-TZVPD" homo_lumo_gap_ha=0.1174 de_lowest_kcal_mol=128.32 lumo_ev=4.861 charge=-3
S -4.91989 1.83486 -1.37558 -3.2 -1.6 -0.7
S 1.68295 -4.27028 1.22846 -0.3 -0.8 0.5
O 0.49276 -3.45343 1.33236 -2.7 3.0 -0.1
O 0.46678 -0.02783 5.09550 0.0 -0.1 0.2
O -6.26181 1.35058 -0.94733 -0.6 -0.6 -0.1
O 1.33819 -5.37233 0.33416 0.5 -1.4 -1.4
O -4.61767 1.30224 -2.72706 0.9 -0.4 -0.3
O 2.81252 -3.47377 0.75821 1.5 0.9 -1.0
O 4.16696 1.50184 -2.83427 0.2 0.4 -0.1
O 1.95380 -4.76727 2.56981 1.0 -1.1 1.9
O -0.45039 -0.40292 -3.10431 0.5 0.2 0.0
O -5.00040 3.26670 -1.42915 0.7 3.5 -0.3
O 1.55473 2.85888 1.23857 -0.2 -0.2 0.2
O -3.99765 1.39979 -0.34211 2.9 -0.9 1.4
Li -0.46281 0.19700 0.53722 -0.4 -0.6 -0.2
H 1.29756 3.66798 0.79646 -0.2 0.2 -0.2
H -0.16070 0.64595 5.35727 -0.2 0.1 0.0
H -0.45597 -1.34607 -3.26762 0.0 -0.3 0.1
H 3.33424 1.04162 -2.93928 -0.3 -0.2 0.0
H -1.28292 -0.09275 -3.46056 -0.5 0.3 0.1
H 4.81606 0.80481 -2.73925 0.1 -0.2 0.1
H 2.51175 2.87718 1.23495 0.3 -0.2 0.0
H 1.18180 0.45718 4.68351 0.2 0.0 -0.2

=====

Entry 6:
13
Properties=species:S:1:pos:R:3:forces:R:3 method="wB97M-V/def2-TZVPD" homo_lumo_gap_ha=0.4682 de_lowest_kcal_mol=2.70 lumo_ev=-3.363 charge=+1
O -0.20957 0.75147 -1.70940 0.4 0.3 0.2
O -1.44436 1.18390 1.15210 0.0 0.1 -0.2
O 1.93149 -0.12055 1.04422 0.0 0.4 -0.2
O -0.34348 -1.90476 -0.20342 0.0 0.1 -0.1
Li 0.02654 0.10354 0.29223 -0.2 -0.5 -0.1
H -0.61331 0.47083 -2.54020 0.0 -0.1 0.2
H -2.17280 1.03543 1.76818 0.2 -0.1 0.0
H 0.10102 -2.23607 -0.99472 -0.1 0.0 0.1
H -0.97719 -2.59125 0.04087 0.1 0.2 0.0
H 0.36374 1.49333 -1.94981 -0.1 -0.1 -0.1
H 2.45754 -0.82800 1.43803 -0.2 0.0 -0.1
H -1.65780 2.01460 0.70541 0.0 -0.2 0.1
H 2.53817 0.62753 0.95650 0.0 -0.2 0.1

=====

Entry 7:
14
Properties=species:S:1:pos:R:3:forces:R:3 method="wB97M-V/def2-TZVPD" homo_lumo_gap_ha=0.3561 de_lowest_kcal_mol=22.85 lumo_ev=0.679 charge=0
P 0.49126 0.75924 0.59281 3.1 -4.6 4.5
Si -0.31077 -1.81731 -0.51989 1.6 1.7 -1.0
O 1.40829 -0.11927 1.86259 -4.1 4.3 -5.1
N -1.09139 0.94317 1.13726 1.6 -0.8 1.9
N 0.34815 -0.14444 -0.76792 -2.0 -1.6 1.1
N 1.21048 2.07366 -0.02741 0.9 1.5 0.7
H 0.28629 -2.40101 0.66770 0.4 -0.5 -0.1
H 0.98416 -0.03552 -1.50391 1.1 0.2 -0.9
H -0.29872 -2.26368 -1.91239 0.7 -0.7 -0.1
H -1.67590 -1.79435 -0.33381 -2.3 0.3 0.6
H 0.69051 2.51260 -0.78211 0.4 0.3 0.3
H -1.00878 0.39653 2.02730 -0.9 0.8 -0.8
H 1.80783 2.67114 0.58218 -1.0 -0.7 -0.9
H -1.97417 0.87962 0.64517 0.5 -0.1 -0.2

=====

Entry 8:
13
Properties=species:S:1:pos:R:3:forces:R:3 method="wB97M-V/def2-TZVPD" homo_lumo_gap_ha=0.3404 de_lowest_kcal_mol=8.93 smiles=SS.O.O.O lumo_ev=0.227 charge=0
S -0.65875 -1.77878 -0.53827 -0.2 0.2 -0.3
S 0.30667 -0.40903 -1.78414 -0.3 0.1 0.0
O -1.34033 0.52884 2.85251 0.3 0.4 -0.2
O -0.46384 2.77628 -0.02233 -0.6 -0.3 -0.5
O 2.12393 0.21243 1.14026 0.4 0.4 0.2
H 0.29869 2.68144 0.53432 0.6 0.1 0.4
H 1.71818 -0.07773 0.31707 0.0 0.0 -0.3
H -0.29341 0.67872 -1.26163 0.2 0.0 0.0
H 0.46801 -2.40346 -0.23110 0.3 -0.2 0.3
H -0.76348 3.68468 0.04526 0.1 0.1 0.1
H -1.06864 0.89177 1.99317 -0.1 -0.2 0.3
H 2.97517 0.60800 0.89269 -0.4 -0.3 0.0
H -0.72836 0.93689 3.48224 -0.2 -0.2 -0.2

=====

Entry 9:
12
Properties=species:S:1:pos:R:3:forces:R:3 method="wB97M-V/def2-TZVPD" homo_lumo_gap_ha="0.1275 / 0.4215" de_lowest_kcal_mol=0.65 lumo_ev="3.985 / 3.981" charge=-1 spin_multiplicity=2
O 1.21737 -0.31352 -1.16178 -1.2 1.0 0.0
O -0.84008 -0.16319 0.80717 -0.6 0.1 1.0
O -0.59850 -0.81491 3.68987 0.0 -0.3 0.8
O -0.59271 1.36139 -2.59342 -0.7 0.5 -0.2
H 0.18228 0.91484 -2.25252 0.6 -0.6 0.4
H -0.04623 0.16936 0.38828 0.6 0.0 -0.6
H -0.43355 -0.70234 2.75373 -0.1 0.1 -0.9
H 2.11027 0.01172 -1.04699 1.2 0.3 0.1
H 1.31708 -1.26108 -1.25368 0.2 -1.2 -0.2
H -0.69777 0.07622 4.02493 0.0 0.2 0.0
H -0.40530 1.49136 -3.52305 0.1 0.0 -0.2
H -1.21286 -0.76985 0.16746 0.1 -0.1 -0.3

=====

Entry 10:
12
Properties=species:S:1:pos:R:3:forces:R:3 method="wB97M-V/def2-TZVPD" homo_lumo_gap_ha="0.1173 / 0.4098" de_lowest_kcal_mol=4.93 lumo_ev="3.888 / 3.849" charge=-1 spin_multiplicity=2
O -1.16912 -0.04605 -0.52319 -0.6 0.1 0.5
O -0.46832 0.28298 2.17743 0.2 0.4 1.0
O 0.55631 2.85448 0.73553 0.0 0.6 -0.1
O 0.13210 -2.54741 -1.68608 -1.1 0.1 0.7
H 0.24597 -2.25834 -2.59145 0.2 0.3 -0.9
H -1.00470 0.83792 -0.85153 0.1 0.4 0.0
H 1.06946 2.54881 -0.01245 0.1 -0.2 -0.3
H 0.97745 -2.92777 -1.44747 0.8 -0.2 0.2
H 0.78293 2.25227 1.44421 -0.3 -0.5 0.2
H -0.67090 -0.61613 -1.10887 0.5 -0.8 -0.3
H -0.66766 -0.10170 1.32389 -0.3 -0.1 -1.0
H 0.21643 -0.27909 2.53996 0.1 -0.2 0.1

=====

Entry 11:
12
Properties=species:S:1:pos:R:3:forces:R:3 method="wB97M-V/def2-TZVPD" homo_lumo_gap_ha=0.3437 de_lowest_kcal_mol=127.57 lumo_ev=-0.135 charge=0
O 1.12122 -0.75366 1.42372 3.9 -2.5 4.8
O 0.60088 -0.72712 -1.68674 3.7 -1.8 -7.0
O -1.93303 1.60121 -0.83934 -0.5 0.8 -0.2
O -0.15661 -0.16243 0.05957 -7.1 5.1 4.4
H 1.89927 -0.28383 1.12349 1.2 -0.4 0.1
H 0.75276 0.19095 -1.91106 -0.1 0.0 -0.4
H -2.66586 1.08157 -0.50895 -0.2 -0.1 0.0
H -0.65543 -0.58540 0.75850 -0.2 0.1 0.2
H 0.21662 -0.69967 -0.81049 0.1 -1.8 -1.8
H -1.16293 1.23215 -0.40695 0.2 -0.3 -0.1
H 0.64283 0.14454 0.48723 -1.5 0.9 -0.6
H 1.34022 -1.03830 2.31099 0.4 -0.1 0.6

=====

Entry 12:
12
Properties=species:S:1:pos:R:3:forces:R:3 method="wB97M-V/def2-TZVPD" homo_lumo_gap_ha=0.4048 de_lowest_kcal_mol=14.89 smiles=O.O.O.O lumo_ev=0.517 charge=0
O 18.16843 -7.46549 -11.46985 1.9 -0.5 -1.5
O 18.50457 -4.96525 -15.00700 0.0 -0.4 0.5
O 20.78790 -6.71161 -12.30935 1.0 0.4 1.0
O 18.98964 -7.58566 -14.24364 -0.7 -0.6 -0.2
H 18.62482 -5.85098 -14.57605 -0.1 1.0 -1.0
H 18.21034 -7.76701 -12.41173 0.2 0.5 0.8
H 19.81398 -7.65742 -13.76370 0.8 0.2 0.3
H 18.40536 -5.09173 -15.95749 0.1 -0.3 0.3
H 20.13528 -6.58487 -11.60288 -0.3 -0.2 -0.3
H 18.88009 -8.39785 -14.74981 0.1 0.1 0.0
H 21.62706 -6.48097 -11.84890 -0.7 -0.3 -0.8
H 17.25891 -7.48068 -11.30829 -2.2 0.1 0.7

=====

Values of DFT total energy, in order: -3057.4143; -603.5097; -2382.1651; -905.5477; -1711.4553; -313.1673; -875.1664; -1026.8718; -305.7335; -305.7267; -305.5759; -305.7555, all in Ha.
Values of maximum force, in order: 4.2; 14.6; 2.0; 0.3; 4.0; 0.5; 7.8; 0.9; 1.5; 1.3; 9.8; 2.5, all in eV Å⁻¹.